DFT (ωB97M-V with the def2-TZVPD basis set) results for a cluster of 4 separate species, C25H67N10O6P3 in total.

Output
E   -3015.881655 a.u.
Max |F|   4.141 eV/Å
Lowest unoccupied orbital energy   0.6319 eV
ΔE to the lowest compared entry with this formula, charge and spin   0.0 kcal/mol

Structure (ORCA input):
```
! wB97M-V def2-TZVPD RIJCOSX def2/J DEFGRID3
* xyz 0 1
N -1.9561 -0.6117 1.8510
C -1.0602 0.3293 2.5330
C -0.5598 -0.2453 3.8661
O -1.0445 0.4770 4.9979
C 0.9753 -0.3943 3.9043
C 1.3752 -1.8138 3.5257
C 1.5093 -2.8225 4.6603
O 2.0268 -3.9961 3.9744
C 2.5974 -3.5776 2.7979
O 2.8293 -4.3078 1.8820
C 2.7557 -2.0676 2.8978
H -1.6053 -1.5578 1.9432
H -2.0026 -0.4329 0.8542
H -0.1748 0.5126 1.9078
H -1.5430 1.2965 2.6722
H -0.9657 -1.2639 3.9306
H -1.6100 -0.1042 5.5073
H 1.2682 -0.1917 4.9385
H 1.4426 0.3376 3.2451
H 0.6698 -2.1933 2.7735
H 2.3133 -2.5100 5.3316
H 0.5916 -3.0287 5.2047
H 3.5278 -1.9407 3.6657
H 3.0166 -1.5813 1.9643
C 3.5663 5.5410 2.9150
N 2.9963 4.3092 2.4055
C 2.3141 3.5285 3.4289
P 3.6041 3.3741 1.1301
O 2.5234 2.4331 0.7809
N 3.8073 4.3056 -0.2749
C 3.9910 5.7427 -0.2576
C 3.0310 3.8821 -1.4396
N 5.2528 3.3421 1.5256
C 6.1318 2.8110 0.4605
C 5.5224 2.5549 2.7492
H 4.4738 5.3955 3.5182
H 2.8247 6.0289 3.5512
H 3.7967 6.2437 2.1257
H 3.0115 2.9846 4.0802
H 1.6711 2.7951 2.9460
H 1.6842 4.1588 4.0583
H 3.0810 6.2823 0.0350
H 4.2728 6.0828 -1.2567
H 4.8119 6.0272 0.4008
H 1.9869 4.2138 -1.3938
H 3.0378 2.8006 -1.5438
H 3.4898 4.3030 -2.3377
H 5.8619 1.7936 0.1594
H 7.1570 2.8011 0.8316
H 6.1010 3.4518 -0.4145
H 5.1638 1.5223 2.6761
H 5.0572 3.0223 3.6157
H 6.5951 2.5330 2.9359
C -6.5784 1.1494 -2.5606
N -5.4916 0.2052 -2.3765
C -4.6040 0.1573 -3.5365
P -5.5759 -1.2142 -1.4621
O -4.1782 -1.6581 -1.2848
N -6.1043 -0.8921 0.1208
C -6.8937 0.2666 0.4854
C -5.1586 -1.2469 1.1787
N -7.0608 -1.8385 -1.9907
C -7.5772 -2.9691 -1.1892
C -7.0131 -2.2869 -3.4012
H -7.3591 0.7994 -3.2504
H -6.1681 2.0740 -2.9716
H -7.0515 1.4181 -1.6263
H -5.0255 -0.3984 -4.3835
H -3.6579 -0.3086 -3.2674
H -4.3870 1.1711 -3.8762
H -6.3237 1.2026 0.4264
H -7.2437 0.1548 1.5141
H -7.7890 0.3441 -0.1314
H -4.3668 -0.5051 1.2908
H -4.6926 -2.2065 0.9744
H -5.6885 -1.3434 2.1300
H -6.8808 -3.8131 -1.1531
H -8.5107 -3.3117 -1.6361
H -7.7916 -2.6507 -0.1742
H -6.2393 -3.0403 -3.5803
H -6.8343 -1.4429 -4.0652
H -7.9769 -2.7119 -3.6777
C 2.9786 -3.8977 -2.5951
N 3.1350 -2.4911 -2.2700
C 4.0922 -2.2854 -1.1845
P 1.9317 -1.3110 -2.4116
O 2.6244 -0.0129 -2.3083
N 1.2764 -1.2883 -3.9861
C 1.3072 -2.4272 -4.8804
C 1.4244 -0.0377 -4.7212
N 0.6165 -2.1301 -1.7247
C -0.6954 -1.4671 -1.9158
C 0.7902 -2.3384 -0.2717
H 2.3962 -4.4623 -1.8546
H 3.9698 -4.3529 -2.6472
H 2.5262 -4.0468 -3.5657
H 3.6882 -2.5399 -0.1971
H 4.4162 -1.2459 -1.1643
H 4.9752 -2.9049 -1.3504
H 2.3175 -2.6522 -5.2464
H 0.6765 -2.2225 -5.7492
H 0.8861 -3.3120 -4.4039
H 2.4235 0.0831 -5.1578
H 1.2321 0.8164 -4.0787
H 0.6885 -0.0160 -5.5296
H -0.7110 -0.4462 -1.5158
H -1.4664 -2.0445 -1.4074
H -0.9556 -1.4311 -2.9686
H 0.9396 -1.3935 0.2682
H 1.6366 -2.9921 -0.0628
H -0.0936 -2.8312 0.1347
*
```

Results of the Mulliken charge analysis, in e, for atoms 1 through 8: number 1, N, carries -0.5600; number 2, C, carries -0.3161; number 3, C, carries -0.3563; number 4, O, carries -0.5705; number 5, C, carries -0.3154; number 6, C, carries 0.6363; number 7, C, carries -0.7897; number 8, O, carries -0.4063


DFT (ωB97M-V with the def2-TZVPD basis set) results for a cluster of 13 separate species, C25H69N11O24 in total.

Output
E   -3400.862399 a.u.
Max |F|   4.557 eV/Å
Lowest unoccupied orbital energy   -0.9619 eV

Structure (ORCA input):
```
! wB97M-V def2-TZVPD RIJCOSX def2/J DEFGRID3
* xyz 0 1
C 0.8698 -0.5063 -0.6532
C -0.6070 -0.9434 -0.6846
O -0.9505 -1.1772 -1.9524
H 1.0635 0.4341 -1.1691
H 1.5441 -1.2007 -1.1543
H 1.3311 -0.4108 0.3297
H -1.1868 -0.1569 -0.2016
H -0.7814 -1.7794 -0.0072
H -1.8957 -1.3442 -1.9350
C 3.4095 -1.8030 4.4982
C 2.8120 -1.0946 5.6890
O 1.5008 -0.6343 5.4150
H 4.4374 -1.9977 4.8042
H 3.3134 -1.1359 3.6416
H 2.8820 -2.7170 4.2251
H 3.4589 -0.2825 6.0210
H 2.7056 -1.7318 6.5669
H 0.9819 -0.8816 6.1839
C 2.4054 3.6377 -0.6680
O 3.1671 4.2179 0.4309
C 4.3886 3.5714 0.8974
C 4.2267 2.5670 2.0116
N 3.5008 3.1577 3.1959
C 3.5838 2.2557 4.3110
C 2.9738 2.8921 5.5896
O 3.6805 4.0946 5.8860
C 3.3783 4.7106 7.0884
H 2.9839 3.7609 -1.5836
H 1.4452 4.1359 -0.8018
H 2.3086 2.5555 -0.5814
H 4.8712 4.4927 1.2236
H 5.1692 3.3235 0.1781
H 5.2323 2.2045 2.2246
H 3.5317 1.7746 1.7339
H 3.7975 4.0471 3.5714
H 4.5536 1.8334 4.5740
H 2.9338 1.4795 3.9072
H 3.1115 2.2210 6.4373
H 1.9232 3.0386 5.3388
H 3.7848 4.1385 7.9224
H 2.2925 4.7012 7.1839
H 3.7378 5.7344 6.9847
C -3.2916 -3.5232 -0.1092
O -3.6099 -2.8711 -1.3924
C -4.9758 -3.1297 -1.8906
C -5.2205 -2.2241 -3.1451
N -5.1843 -0.8316 -2.7659
C -6.1735 -0.3285 -1.9084
C -5.9444 1.2477 -1.6756
O -4.6277 1.4801 -1.1285
C -4.2328 2.8099 -1.4958
H -2.2178 -3.4925 0.0755
H -3.5765 -4.5748 -0.0769
H -3.7800 -2.9259 0.6607
H -5.7182 -2.8592 -1.1398
H -5.0096 -4.1684 -2.2191
H -6.1653 -2.3161 -3.6809
H -4.4127 -2.4031 -3.8547
H -4.3097 -0.7604 -2.2657
H -6.1345 -0.7426 -0.9009
H -7.1728 -0.4934 -2.3113
H -6.7009 1.5988 -0.9738
H -6.0096 1.6739 -2.6767
H -3.3562 2.9607 -0.8656
H -4.8539 3.5812 -1.0403
H -4.0885 2.9964 -2.5600
C -1.5033 -4.9078 -7.4710
N -1.7251 -4.8657 -5.9595
O -2.3967 -5.7444 -5.4425
O -1.0875 -4.1502 -5.2731
H -2.2448 -4.2211 -7.8794
H -1.6516 -5.9414 -7.7838
H -0.4968 -4.6578 -7.8063
C 3.3869 2.0583 -5.7231
N 3.3264 3.2431 -4.8467
O 2.4297 3.3851 -3.9864
O 4.1349 4.1454 -5.0871
H 4.3773 2.1095 -6.1754
H 2.5407 2.2186 -6.3912
H 3.3434 1.1244 -5.1628
C 1.1973 -3.0029 -3.8884
N 2.3054 -2.0865 -3.4800
O 3.1397 -2.6729 -2.7541
O 2.4078 -0.9815 -4.0479
H 1.6102 -3.8432 -4.4467
H 0.9570 -2.3976 -4.7624
H 0.4633 -3.2342 -3.1165
C 6.1435 -1.2819 -1.5212
N 6.0472 0.1746 -1.3052
O 6.5905 0.9321 -2.0105
O 5.6156 0.6125 -0.2339
H 7.0185 -1.5140 -2.1284
H 5.2902 -1.5913 -2.1247
H 6.1836 -1.6748 -0.5053
C -1.0013 1.2289 -4.0436
N -0.5877 2.6317 -4.4231
O -0.7560 3.4916 -3.4852
O -0.3886 2.9922 -5.6161
H -0.8284 1.1765 -2.9687
H -0.6041 0.5055 -4.7556
H -2.0782 1.2908 -4.2008
C -5.5102 3.1966 1.5864
N -5.6107 4.6409 1.2832
O -4.7107 5.3673 1.6436
O -6.6576 5.0586 0.7654
H -5.6390 3.0045 2.6516
H -4.5566 2.8956 1.1525
H -6.2300 2.6310 0.9947
C -2.9466 -2.6605 5.8129
N -3.4596 -3.5458 4.6986
O -3.4067 -3.0237 3.5611
O -3.9622 -4.6132 4.9343
H -3.7707 -2.0086 6.1027
H -2.1555 -2.1874 5.2312
H -2.5394 -3.2279 6.6498
C 2.2821 -4.3042 -0.0701
N 2.9677 -4.2021 1.2474
O 3.7288 -3.2752 1.4790
O 2.5667 -5.0327 2.0785
H 2.7910 -5.0507 -0.6799
H 2.2527 -3.4000 -0.6781
H 1.2446 -4.6083 0.0679
C -0.6367 1.3628 3.2196
N -2.0802 0.8802 3.2347
O -2.9158 1.5877 3.7912
O -2.3267 -0.3072 2.8894
H -0.3158 1.6821 2.2280
H -0.0468 0.5447 3.6331
H -0.6193 2.1569 3.9660
*
```

Results of the Mulliken charge analysis, in e, for atoms 1 through 8: number 1, C, carries -0.6409; number 2, C, carries 0.1048; number 3, O, carries -0.0864; number 4, H, carries 0.0669; number 5, H, carries -0.4255; number 6, H, carries 0.5344; number 7, H, carries 0.1108; number 8, H, carries 0.2419


| no. | HOMO (Ha) | Kohn-Sham gap (Ha) |
| --- | --- | --- |
| 1 | -0.3061 | 0.329 |
| 2 | -0.3071 | 0.272 |